(1)
Entry from the Open Molecules 2025 dataset: a 3-piece molecular cluster, C17H25F7IN5O8PS overall (ωB97M-V/def2-TZVPD).

Structure (XYZ):
```
65
C17H25F7IN5O8PS | the Open Molecules 2025 dataset | ωB97M-V/def2-TZVPD
C 3.06335 -4.90663 -0.31902
C 3.03433 -3.80185 -1.05522
C 2.47421 -2.43108 -1.73240
N 1.26028 -1.88429 -1.10126
C 0.92320 -0.80496 -0.19745
N 1.80230 0.03480 0.37451
C 1.17010 1.11966 1.24670
C 0.71758 0.53900 2.71042
C 0.33789 1.85003 3.59970
I 2.18410 2.51415 4.57191
P 3.56366 0.04882 0.26555
O 4.05025 -1.52856 0.84654
O 4.32351 1.12704 1.35188
N -0.55309 -0.70592 0.05140
C -1.06145 -1.81790 -0.73320
C -2.64674 -2.06366 -0.74961
N -3.08894 -3.09966 0.25631
N 0.06449 -2.49717 -1.38439
S -0.43044 -3.85669 -2.31058
O -1.20378 -4.79675 -1.38460
O -1.40159 -3.44625 -3.41262
F 0.78179 -4.78314 -2.99107
H 3.36483 -5.68859 0.47967
H 3.37956 -1.73794 -1.83305
H 2.19100 -2.69817 -2.83540
H 1.91329 1.97771 1.48675
H 0.28956 1.65404 0.69782
H -0.27759 -0.05074 2.56726
H 1.53778 -0.10286 3.19600
H -0.03876 2.69272 2.89325
H -0.48590 1.64256 4.37495
H 4.64391 -1.40930 1.63873
H 4.19936 0.86554 2.30191
H -3.20723 -1.08027 -0.47379
H -3.07094 -2.35502 -1.79735
H -3.82689 -2.71860 0.86809
H -3.50487 -3.89967 -0.27109
C -1.54641 -4.31778 -6.36577
C -0.90526 -4.28575 -7.74050
O -1.72398 -3.55544 -8.66623
C -1.63586 -2.20578 -8.59651
O -0.92884 -1.61189 -7.81515
C -2.51628 -1.55534 -9.66018
F -3.75519 -2.09776 -9.71029
F -1.99105 -1.68864 -10.89988
F -2.68981 -0.23134 -9.45894
H -2.56344 -4.71543 -6.42540
H -0.96294 -4.93793 -5.68137
H -1.62290 -3.31447 -5.94022
H -0.82196 -5.30416 -8.12720
H 0.10616 -3.87030 -7.70532
C 0.86735 7.61348 8.68607
C -0.58761 7.49986 8.27148
O -0.69657 7.01525 6.92304
C -0.54968 5.67994 6.75996
O -0.33394 4.90523 7.66267
C -0.73420 5.29608 5.29447
F -0.04838 6.10509 4.45413
F -2.03068 5.36416 4.91235
F -0.32304 4.03505 5.02516
H 1.42191 8.23246 7.97527
H 0.95208 8.05463 9.68183
H 1.35346 6.63468 8.70102
H -1.04953 8.48971 8.28960
H -1.15554 6.86600 8.95868
```

Net charge: +1
Highest occupied orbital energy: -11.95 eV
DFT total energy: -89096.9468 eV
Spin multiplicity: 1

(2)
Entry from the Open Molecules 2025 dataset: one molecule with the formula C7H15O2P (ωB97M-V/def2-TZVPD).

Structure (XYZ):
```
25
C7H15O2P | the Open Molecules 2025 dataset | ωB97M-V/def2-TZVPD
C -0.94249 -0.38684 -1.52917
C 0.15437 -1.52070 -1.21704
C 0.63533 0.66697 0.87062
C 1.44187 -0.57032 0.55285
C -1.40693 0.21524 -0.23494
C 3.02409 -0.25451 0.87792
C -2.16961 1.59883 -0.49229
O 1.40091 -1.07057 -0.82035
O 1.02771 1.96153 0.47496
P -1.94697 -0.93705 1.08717
H -0.34965 0.36025 -2.04799
H -1.75603 -0.82837 -2.15371
H -0.34913 -2.19455 -0.47282
H 0.22433 -2.15423 -2.19088
H 0.23557 0.65901 1.90357
H 1.16852 -1.38156 1.19541
H 3.58131 -0.25860 -0.15131
H 3.57020 -1.01786 1.46809
H 3.10271 0.75821 1.27160
H -1.87852 2.39174 0.26575
H -3.18647 1.31518 -0.26872
H -1.96782 1.73761 -1.50209
H 1.72855 1.87162 -0.25792
H -3.31383 -0.92717 1.20209
H -2.02801 -0.03383 2.16920
```

Net charge: 0
Highest occupied orbital energy: -7.87 eV
Energy above the lowest of the compared OMol25 structures with the same formula, charge and spin: 4.406 eV
DFT total energy: -20881.4622 eV
Spin multiplicity: 1

(3)
Entry from the Open Molecules 2025 dataset: a 2-piece molecular cluster, CH3ClN2O2 overall (ωB97M-V/def2-TZVPD).

Structure (XYZ):
```
9
CH3ClN2O2 | the Open Molecules 2025 dataset | ωB97M-V/def2-TZVPD
C -1.44252 0.97099 -0.04727
N 1.30218 -0.02874 0.09113
N 0.18369 -0.44010 0.01927
O -0.39397 -1.50861 -0.17134
O 2.20993 -0.96669 -0.05640
Cl -2.64466 -0.20739 -0.18728
H -1.17562 1.29821 0.90790
H -1.06846 1.55149 -0.94128
H 3.02942 -0.66916 0.38527
```

Net charge: 0
Highest occupied orbital energy (spin up / spin down): -9.22 / -9.22 eV
Energy above the lowest of the compared OMol25 structures with the same formula, charge and spin: 3.958 eV
DFT total energy: -20677.0063 eV
Spin multiplicity: 1

(4)
Entry from the Open Molecules 2025 dataset: C40H36AlClN3Si2 as an isolated structure (ωB97M-V/def2-TZVPD).

Structure (XYZ):
```
83
C40H36AlClN3Si2 | the Open Molecules 2025 dataset | ωB97M-V/def2-TZVPD
C -1.81828 -3.44963 2.05106
C -0.48231 -3.82035 1.85495
C 0.35481 -2.88216 2.55061
H -0.12806 -4.69532 1.31499
C -0.46103 -1.91088 3.14630
C -1.84347 -2.18446 2.77810
H -2.70287 -1.84155 3.35407
H -2.70400 -4.03812 1.79759
H 1.43830 -2.95662 2.64671
H -0.15015 -1.11224 3.82299
Al -1.97130 -0.67261 1.08882
Si 0.10527 0.88660 -3.29349
C 1.74046 0.30617 -3.95806
C 2.51797 1.17192 -4.73565
H 2.10954 2.14341 -5.02072
C 3.81545 0.81555 -5.11767
H 4.44155 1.53130 -5.64822
C 4.31929 -0.45229 -4.80235
H 5.33091 -0.73641 -5.09521
C 3.51751 -1.34968 -4.09750
H 3.89977 -2.34336 -3.84745
C 2.22946 -0.98412 -3.69762
H 1.60056 -1.71111 -3.17389
C 0.18037 0.92093 -1.43028
C 0.75609 -0.14326 -0.75088
H 1.35054 -0.88218 -1.29659
C 0.80618 -0.12552 0.68355
H 1.36574 -0.89233 1.21570
C -0.33694 0.53628 1.35228
H -0.41624 0.46032 2.44518
C -0.56000 1.86984 0.71824
H -1.07371 2.64722 1.27238
C -0.17408 2.04799 -0.63062
H -0.33118 3.01641 -1.10240
H -0.88199 -0.14333 -3.67448
Si 1.24680 1.68757 0.88953
C 1.80200 2.87870 2.29487
C 3.11830 2.84535 2.79039
H 3.75071 1.97133 2.60543
C 3.65844 3.94580 3.46842
H 4.70554 3.93812 3.77694
C 2.86597 5.07183 3.72845
H 3.29738 5.95183 4.20307
C 1.51543 5.05320 3.36282
H 0.87880 5.90725 3.59586
C 0.97975 3.95399 2.67614
H -0.08282 3.96473 2.41694
C 2.89075 1.83394 -0.12817
C 3.77305 0.75068 -0.13630
H 3.67724 -0.05692 0.59503
C 4.77242 0.67983 -1.11186
H 5.41582 -0.20140 -1.16300
C 4.92535 1.71866 -2.02713
H 5.64236 1.62936 -2.84134
C 4.13557 2.86771 -1.91866
H 4.28989 3.70361 -2.59937
C 3.12127 2.92789 -0.95521
H 2.49728 3.82627 -0.87733
H -0.24936 2.11011 -3.86741
Cl -3.20296 1.12465 1.21409
C -7.43995 -1.66536 3.04348
C -7.36862 -2.21639 1.75539
C -6.15220 -2.23789 1.07492
C -5.01845 -1.64595 1.65184
C -5.08675 -1.09234 2.94741
C -6.29083 -1.13280 3.64848
N -3.86127 -1.55773 0.87225
N -4.07721 -1.80860 -0.40289
C -2.93343 -2.02121 -1.12143
C -3.06354 -2.55645 -2.41559
C -1.94078 -3.11623 -2.99816
C -0.74372 -3.14972 -2.25801
C -0.67116 -2.51515 -1.02641
N -1.70855 -1.79537 -0.51941
H -8.39163 -1.64151 3.57731
H -8.25154 -2.63043 1.26697
H -6.05330 -2.67156 0.07719
H -4.20759 -0.58997 3.35561
H -6.33555 -0.73241 4.66120
H -4.06247 -2.53772 -2.84229
H -1.97329 -3.52991 -4.00443
H 0.14296 -3.64970 -2.65109
H 0.21973 -2.61610 -0.40498
```

Net charge: +1
Highest occupied orbital energy: -9.93 eV
Energy above the lowest of the compared OMol25 structures with the same formula, charge and spin: 4.492 eV
DFT total energy: -81400.5895 eV
Spin multiplicity: 1

(5)
Entry from the Open Molecules 2025 dataset: C26H37N5O4PtSSi3 as an isolated structure (ωB97M-V/def2-TZVPD).

Structure (XYZ):
```
77
C26H37N5O4PtSSi3 | the Open Molecules 2025 dataset | ωB97M-V/def2-TZVPD
Pt 0.58412 -0.33305 -0.10168
O 3.63839 2.02437 4.51041
C 3.24560 3.00014 3.71638
O 3.36136 4.16777 3.99853
C 2.59877 2.61226 2.42617
C 2.14954 3.54320 1.52232
N 1.60687 2.86682 0.49952
N 1.68819 1.54392 0.66929
C 2.28585 1.36860 1.83548
C 2.56578 -0.04488 2.24771
O 3.26149 -0.24282 3.24716
O 2.08038 -0.94731 1.48308
H 3.44358 1.13092 4.11045
H 2.19094 4.62243 1.56223
H 1.21427 3.23371 -0.34902
C -1.27846 -3.46612 -0.24776
Si -1.36906 -2.34092 1.25387
C -2.95689 -2.77857 2.17062
C -0.03648 -2.93104 2.41669
C -1.37848 -0.51977 0.76117
Si -1.67738 0.61884 2.20294
C -0.72840 0.13695 3.73845
C -3.49358 0.66090 2.67815
C -1.25594 2.40517 1.77149
Si -2.52783 -0.19157 -0.63910
C -4.19183 -1.04299 -0.55147
C -2.90170 1.60479 -0.99976
C -1.69965 -0.82935 -2.22865
C -2.39817 -1.10378 -3.40511
C -1.72349 -1.59785 -4.50991
C -0.35499 -1.81909 -4.41898
C 0.28545 -1.51122 -3.23312
N -0.36748 -1.02160 -2.17550
H -1.36734 -4.50648 0.09030
H -0.32363 -3.36562 -0.77503
H -2.08301 -3.27632 -0.96962
H -3.06772 -3.87120 2.20415
H -3.86102 -2.35801 1.72097
H -2.89601 -2.42545 3.20827
H -0.40222 -3.86233 2.86705
H 0.16793 -2.22126 3.22325
H 0.91261 -3.13162 1.91630
H -1.22857 -0.68655 4.26248
H -0.68223 0.99247 4.42169
H 0.29616 -0.18227 3.52848
H -3.87194 -0.32040 2.97812
H -4.11201 1.02449 1.84601
H -3.63768 1.35219 3.51997
H -0.73394 2.47332 0.81593
H -0.62107 2.85762 2.54439
H -2.17019 3.00538 1.69620
H -4.71603 -0.74403 0.36381
H -4.09779 -2.13444 -0.54245
H -4.82436 -0.75927 -1.40246
H -3.53318 2.04114 -0.21562
H -3.44798 1.66836 -1.94885
H -1.99785 2.21858 -1.08524
H -3.47112 -0.94007 -3.44042
H -2.25542 -1.81966 -5.42905
H 0.21209 -2.21878 -5.25119
H 1.35272 -1.66555 -3.11643
N 3.85639 -1.86338 -0.26319
C 3.65570 -0.94402 -1.22987
N 2.55274 -0.26860 -1.39342
C 2.65655 0.62997 -2.45510
C 1.65612 1.50180 -2.88103
C 1.90252 2.33253 -3.96316
C 3.12949 2.30122 -4.62745
C 4.12938 1.43074 -4.21793
C 3.87659 0.60366 -3.13232
S 4.91763 -0.58570 -2.39644
H 3.26523 -1.77082 0.55864
H 4.79119 -2.19334 -0.10700
H 0.69621 1.49615 -2.37524
H 1.12703 3.00859 -4.30632
H 3.30306 2.95681 -5.47148
H 5.08417 1.40131 -4.73174
```

Net charge: 0
⟨S²⟩: 2.00
Highest occupied orbital energy (spin up / spin down): -7.22 / -8.84 eV
Energy above the lowest of the compared OMol25 structures with the same formula, charge and spin: 0.114 eV
DFT total energy: -80921.9744 eV
Spin multiplicity: 3

(6)
Entry from the Open Molecules 2025 dataset: C19H32B2BrI3NO8P2 as an isolated structure (ωB97M-V/def2-TZVPD).

Structure (XYZ):
```
68
C19H32B2BrI3NO8P2 | the Open Molecules 2025 dataset | ωB97M-V/def2-TZVPD
C 4.86200 0.92274 3.26623
C 3.86310 -0.10944 2.66592
P 3.37083 0.55201 1.03083
C 4.31813 -0.55532 -0.08045
N 1.61608 0.09288 0.53749
C 0.57322 -0.01075 1.61700
Br 0.85280 1.36470 2.93362
I 0.99949 -1.96470 2.53759
C -0.90660 -0.08940 1.09975
C -1.29329 -1.46564 0.50375
O -2.39678 -1.23787 -0.35640
C -3.14807 -2.38763 -0.56602
C -2.88184 -3.14939 -1.70117
C -3.65514 -4.27958 -1.94704
C -4.68074 -4.63063 -1.07279
C -4.93162 -3.86034 0.06414
C -4.16224 -2.73013 0.31875
C -1.92722 0.36074 2.13675
B -2.15885 -0.53749 3.42224
O -2.77423 -1.76904 3.35954
O -1.72901 -0.07480 4.65810
O -1.12256 0.79516 -0.01359
C -0.11609 1.70681 -0.32954
C -0.64621 2.54644 -1.52763
I -0.76839 4.64486 -1.00936
C -2.04198 2.07701 -2.00412
C -2.29666 2.70260 -3.40601
I -3.65967 2.68171 -0.73066
C 1.24753 1.02874 -0.63027
B 2.29748 2.30858 -0.72957
C 3.44038 2.44250 -1.80264
O 2.07364 3.34332 0.12806
P 1.11259 0.04121 -2.17186
O -0.19593 -0.58564 -2.39178
O 2.24283 -1.07288 -2.05858
O 1.53385 0.93213 -3.40762
H 4.75382 1.88601 2.77458
H 5.88547 0.59401 3.15095
H 4.64449 1.08769 4.31354
H 4.38686 -1.05495 2.57930
H 3.06565 -0.24869 3.37952
H 3.78513 -1.48574 -0.24574
H 5.23781 -0.80093 0.44128
H 4.58480 -0.05876 -1.00225
H 1.66125 -0.84895 0.13422
H -1.64362 -2.15523 1.26268
H -0.48242 -1.86771 -0.10863
H -2.09396 -2.85099 -2.37277
H -3.47881 -4.87012 -2.82982
H -5.29838 -5.49246 -1.26395
H -5.73252 -4.10514 0.74126
H -4.32719 -2.10248 1.17978
H -2.85793 0.31653 1.56584
H -1.80097 1.41099 2.36274
H -2.19338 -2.45858 3.69498
H -2.46518 0.14055 5.23826
H -0.00313 2.38612 0.51051
H -0.01259 2.51782 -2.40388
H -2.04805 1.00540 -2.13855
H -2.41498 1.91959 -4.15023
H -1.46974 3.33208 -3.72351
H -3.18501 3.31741 -3.43404
H 4.36393 2.80629 -1.35895
H 3.63436 1.55310 -2.39230
H 3.11614 3.20905 -2.50788
H 2.92365 3.70222 0.40277
H 1.81346 -1.92681 -2.21034
H 0.74019 1.10922 -3.93201
```

Net charge: +1
Highest occupied orbital energy: -10.75 eV
DFT total energy: -152365.2515 eV
Spin multiplicity: 1

In order of appearance, strongest force on any atom = 9.55 4.38 6.43 8.27 0.63 1.66 eV Å⁻¹.